Model 1:
{
  "formula": "C9H14",
  "method": "ωB97M-V/def2-TZVPD",
  "lumo_ev": 0.88,
  "smiles": "C=C/C=C(C)\\C(C)=C/C",
  "homo_ev": -8.4,
  "orbital_gap_ev": 9.3,
  "symbols": ["C", "C", "C", "C", "C", "C", "C", "C", "C", "H", "H", "H", "H", "H", "H", "H", "H", "H", "H", "H", "H", "H", "H"],
  "positions_angstrom": [[2.5422, 0.1317, -0.8026], [1.5024, 0.1601, -1.7100], [0.0925, 0.7503, -1.4570], [-0.5282, 0.7987, -0.2309], [-1.9388, 1.5682, -0.2765], [-0.3486, -0.0470, 1.0354], [0.0089, 0.6070, 2.3468], [-0.3682, -1.3985, 0.7667], [-0.5193, -2.2782, -0.4479], [2.3581, 0.4125, 0.2679], [3.4858, -0.2335, -1.0220], [1.9601, -0.0883, -2.7489], [-0.1189, 1.4374, -2.2314], [-1.9357, 2.1882, -1.2594], [-2.2482, 2.2240, 0.6096], [-2.8395, 0.8144, -0.2451], [0.5438, -0.1257, 3.0741], [-0.8402, 1.2261, 2.7764], [0.8903, 1.2864, 1.9562], [-0.1292, -1.9340, 1.6300], [-1.3325, -3.0087, -0.2010], [0.3989, -2.9262, -0.5087], [-0.6357, -1.5648, -1.3217]]
}

Model 2:
{
  "formula": "C9H14",
  "method": "ωB97M-V/def2-TZVPD",
  "lumo_ev": 0.99,
  "smiles": "Cc1ccccc1.CC",
  "homo_ev": -8.8,
  "orbital_gap_ev": 9.8,
  "symbols": ["C", "C", "C", "C", "C", "C", "C", "H", "H", "H", "H", "H", "H", "H", "H", "C", "C", "H", "H", "H", "H", "H", "H"],
  "positions_angstrom": [[-0.3408, 1.8485, -1.0061], [-0.7156, 0.8781, 0.1340], [-1.9155, 0.0761, -0.1153], [-2.0787, -0.9133, 0.8478], [-1.3974, -0.7730, 2.0850], [-0.3734, 0.1145, 2.3559], [0.0718, 0.9663, 1.3031], [0.6361, 1.6803, -1.4562], [-0.3498, 2.8978, -0.8517], [-1.1636, 1.6738, -1.7683], [-2.2980, 0.2456, -1.1600], [-2.6862, -1.8577, 0.7138], [-1.7291, -1.5327, 2.7430], [0.2131, 0.1426, 3.2388], [0.8060, 1.7185, 1.5477], [2.0391, -0.5756, -2.1731], [3.2119, -1.5030, -1.9120], [1.7994, -0.1592, -1.2389], [2.2065, 0.3462, -2.6891], [1.2369, -1.0051, -2.7165], [2.7717, -2.2664, -1.4026], [3.8556, -1.0469, -1.1875], [3.6928, -1.5486, -2.8892]]
}

Model 3:
{
  "formula": "C9H14",
  "method": "ωB97M-V/def2-TZVPD",
  "lumo_ev": 1.02,
  "smiles": "Cc1ccccc1.CC",
  "homo_ev": -9.0,
  "orbital_gap_ev": 10.0,
  "symbols": ["C", "C", "C", "C", "C", "C", "C", "H", "H", "H", "H", "H", "H", "H", "H", "C", "C", "H", "H", "H", "H", "H", "H"],
  "positions_angstrom": [[-2.8803, 0.4030, 0.5874], [-1.7298, 1.0364, -0.1686], [-1.9467, 2.1589, -0.9329], [-0.9188, 2.6092, -1.8491], [0.2223, 1.9149, -1.9922], [0.4988, 0.8837, -1.0403], [-0.4630, 0.4201, -0.1557], [-2.7310, 0.8136, 1.6279], [-3.0371, -0.6060, 0.4481], [-3.8018, 0.8958, 0.2199], [-2.9179, 2.7352, -0.7681], [-1.0018, 3.6891, -2.1744], [0.8182, 2.0386, -2.7534], [1.3685, 0.3477, -0.8744], [-0.2612, -0.3040, 0.6425], [3.0453, -1.9473, 1.0086], [1.6913, -2.7112, 1.1923], [3.0513, -1.3940, 0.2241], [3.1504, -1.6019, 1.9960], [3.9887, -2.4926, 1.0009], [1.1569, -3.3153, 0.3782], [1.7077, -3.6266, 1.8978], [0.9900, -1.9470, 1.4852]]
}

Which of them is the most stable, and which is the least stable? model 2 and model 1, in that order.

Model 1:
{
  "formula": "C4H8S2",
  "method": "ωB97M-V/def2-TZVPD",
  "lumo_ev": 0.90,
  "smiles": "S[C@H]1C[C@@H](S)C1",
  "homo_ev": -8.9,
  "orbital_gap_ev": 9.8,
  "symbols": ["S", "C", "C", "C", "S", "C", "H", "H", "H", "H", "H", "H", "H", "H"],
  "positions_angstrom": [[-2.6101, -0.5942, -0.5055], [-1.1593, 0.0157, 0.3147], [0.0023, 1.0147, -0.2027], [1.0646, 0.0215, 0.3189], [2.5048, -0.6382, -0.5232], [-0.0282, -0.9989, 0.5850], [-2.4120, 0.0128, -1.6874], [-1.4508, 0.4489, 1.2329], [-0.0511, 1.9167, 0.3103], [-0.0529, 1.2018, -1.2997], [1.4522, 0.4958, 1.1860], [2.8181, 0.4164, -1.2443], [-0.0563, -1.4522, 1.5970], [-0.0212, -1.8610, -0.0820]]
}

Model 2:
{
  "formula": "C4H8S2",
  "method": "ωB97M-V/def2-TZVPD",
  "lumo_ev": -0.38,
  "homo_ev": -7.1,
  "orbital_gap_ev": 6.7,
  "symbols": ["C", "C", "C", "C", "H", "H", "H", "H", "H", "H", "H", "H", "S", "S"],
  "positions_angstrom": [[0.3233, 0.3989, 0.9423], [1.6562, 0.9571, 0.5657], [-0.6092, -2.5389, -0.7289], [-1.7829, -1.7286, -0.2845], [0.0700, 0.7042, 1.9655], [0.3683, -0.6983, 0.9422], [-0.4550, 0.7301, 0.2611], [2.4794, 0.6546, 1.2174], [-0.6902, -2.7489, -1.8025], [-0.6152, -3.5101, -0.2176], [0.3322, -2.0251, -0.5280], [-2.7548, -2.1961, -0.4629], [1.9628, 1.9333, -0.6819], [-1.7290, -0.2734, 0.4105]]
}

Model 3:
{
  "formula": "C4H8S2",
  "method": "ωB97M-V/def2-TZVPD",
  "lumo_ev": -0.03,
  "smiles": "CCC(=S)SC",
  "homo_ev": -8.6,
  "orbital_gap_ev": 8.6,
  "symbols": ["C", "C", "C", "S", "S", "C", "H", "H", "H", "H", "H", "H", "H", "H"],
  "positions_angstrom": [[0.3763, 1.7677, 1.3665], [0.7463, 1.2910, -0.0415], [0.4500, -0.2045, -0.1296], [1.2697, -1.3957, 0.6616], [-0.7768, -0.4650, -1.3474], [-1.2232, -2.2159, -1.2102], [-0.6525, 1.4779, 1.7169], [0.5761, 2.7909, 1.5841], [1.0601, 1.2630, 2.0119], [0.1174, 1.8751, -0.6913], [1.8232, 1.4512, -0.2918], [-1.7619, -2.4907, -2.1093], [-1.7966, -2.4438, -0.3246], [-0.2080, -2.7013, -1.1950]]
}

Which of them is the most stable, and which is the least stable? model 3 and model 2, in that order.

Model 1:
{
  "formula": "C4H8S2",
  "method": "ωB97M-V/def2-TZVPD",
  "lumo_ev": 0.13,
  "homo_ev": -8.6,
  "orbital_gap_ev": 8.7,
  "symbols": ["C", "C", "C", "C", "S", "S", "H", "H", "H", "H", "H", "H", "H", "H"],
  "positions_angstrom": [[1.7695, -0.6524, 0.2505], [1.1785, 0.5064, -0.0210], [-1.5739, -0.6979, 1.2762], [0.4152, 0.8130, -1.2447], [-1.7324, -1.4419, -0.1763], [-2.1471, 0.7938, 1.7780], [2.2783, -1.2860, -0.4357], [2.0848, -0.7180, 1.3501], [0.9934, 1.1811, 0.7881], [1.0161, 1.6395, -1.7608], [-0.6926, 0.9296, -1.2351], [0.5489, -0.0393, -1.8842], [-1.2786, -2.5988, 0.4449], [-2.8600, 1.5710, 0.8700]]
}

Model 2:
{
  "formula": "C4H8S2",
  "method": "ωB97M-V/def2-TZVPD",
  "lumo_ev": 0.81,
  "homo_ev": -8.3,
  "orbital_gap_ev": 9.1,
  "symbols": ["C", "C", "C", "C", "H", "H", "H", "H", "H", "H", "H", "H", "S", "S"],
  "positions_angstrom": [[-3.2209, 0.5483, -0.0144], [-0.3538, 0.6467, 0.0794], [2.2994, 0.5384, -0.0307], [3.5533, 0.1347, -0.0817], [-3.9979, -0.1492, 0.3504], [-3.1070, 1.4064, 0.6822], [-3.4932, 0.9641, -0.9990], [-0.3278, 1.3630, -0.7114], [-0.3308, 1.2077, 1.0026], [2.0600, 1.5781, -0.0863], [4.4734, 0.7832, -0.0958], [3.8113, -0.9542, -0.0700], [-1.7612, -0.5348, -0.0654], [0.9639, -0.5532, 0.0786]]
}

Model 3:
{
  "formula": "C4H8S2",
  "method": "ωB97M-V/def2-TZVPD",
  "lumo_ev": -0.42,
  "homo_ev": -8.5,
  "orbital_gap_ev": 8.1,
  "symbols": ["C", "C", "C", "C", "H", "H", "H", "H", "H", "H", "H", "H", "S", "S"],
  "positions_angstrom": [[-1.1394, -0.6657, -0.5951], [-0.5779, 0.1410, 0.4753], [0.9022, -0.1344, 1.0917], [1.5836, 0.0174, -0.2556], [-1.0178, -0.4841, -1.7325], [-2.1918, -0.7196, -0.4693], [-1.0196, -1.7973, -0.4321], [-1.4145, -0.0561, 1.1592], [-0.3678, 2.0039, -1.3720], [0.8123, -1.1191, 1.5865], [1.0707, 0.4919, 1.9171], [0.9176, -0.5005, -1.3015], [-0.6474, 2.0184, 0.0837], [3.0897, 0.8041, -0.1557]]
}

Which of them is the most stable, and which is the least stable? model 2 and model 1, in that order.

Model 1:
{
  "formula": "C5H7NO",
  "method": "ωB97M-V/def2-TZVPD",
  "lumo_ev": 0.72,
  "homo_ev": -9.2,
  "orbital_gap_ev": 9.9,
  "symbols": ["O", "C", "C", "C", "N", "C", "C", "H", "H", "H", "H", "H", "H", "H"],
  "positions_angstrom": [[-0.9126, 0.0430, -2.5633], [-1.1245, 0.4591, -1.4485], [-0.2721, 0.0728, -0.2755], [1.1233, -0.5449, -0.3520], [0.9532, -0.3515, 1.1518], [-0.4472, -0.8918, 0.9275], [0.3448, 0.9953, 0.7906], [-1.9305, 1.2029, -1.2589], [1.1970, -1.5927, -0.6553], [1.9216, 0.0561, -0.7964], [-0.4684, -1.9666, 0.7238], [-1.1442, -0.6208, 1.7273], [-0.3145, 1.3974, 1.5680], [1.0740, 1.7418, 0.4609]]
}

Model 2:
{
  "formula": "C5H7NO",
  "method": "ωB97M-V/def2-TZVPD",
  "lumo_ev": 1.00,
  "homo_ev": -9.6,
  "orbital_gap_ev": 10.6,
  "symbols": ["C", "N", "C", "C", "C", "C", "O", "H", "H", "H", "H", "H", "H", "H"],
  "positions_angstrom": [[1.1751, 0.0197, 1.3901], [1.4954, -1.0279, 0.3718], [0.5171, -0.0187, 0.0862], [-0.8042, -0.6109, -0.2599], [-1.3957, 0.8290, -0.5283], [0.0008, 0.6887, -1.1853], [-0.4016, -0.6274, -1.6844], [0.6255, -0.2754, 2.2839], [1.9826, 0.7274, 1.5676], [0.8520, -1.8440, 0.5442], [-0.8487, -1.6594, 0.2223], [-1.5000, 1.5506, 0.2902], [-2.2238, 0.8807, -1.2425], [0.5255, 1.3677, -1.8558]]
}

Which of them is the most stable, and which is the least stable? model 1 and model 2, in that order.

Model 1:
{
  "formula": "C5H7NO",
  "method": "ωB97M-V/def2-TZVPD",
  "lumo_ev": 0.99,
  "smiles": "Cc1coc(N)c1",
  "homo_ev": -7.5,
  "orbital_gap_ev": 8.5,
  "symbols": ["C", "C", "C", "O", "C", "N", "C", "H", "H", "H", "H", "H", "H", "H"],
  "positions_angstrom": [[1.8777, 0.5054, 1.2107], [0.7771, 0.2323, 0.2269], [0.1548, 1.2771, -0.3661], [-1.0165, 0.8645, -0.9590], [-1.1070, -0.4548, -0.7344], [-2.2018, -1.0910, -1.2918], [-0.0442, -0.9215, -0.0207], [1.2842, 1.0506, 1.9645], [2.7779, 1.0626, 0.8868], [2.2735, -0.3521, 1.7354], [0.5671, 2.2034, -0.7334], [-2.9973, -0.4767, -1.3881], [-2.4426, -1.9537, -0.8240], [0.0972, -1.9460, 0.2932]]
}

Model 2:
{
  "formula": "C5H7NO",
  "method": "ωB97M-V/def2-TZVPD",
  "lumo_ev": 0.66,
  "smiles": "CC(=O)[C@@H](C)C#N",
  "homo_ev": -10.3,
  "orbital_gap_ev": 11.0,
  "symbols": ["C", "C", "O", "C", "C", "C", "N", "H", "H", "H", "H", "H", "H", "H"],
  "positions_angstrom": [[2.0032, -0.2044, -0.4769], [0.7613, -0.3050, 0.3700], [0.7606, -0.7304, 1.4992], [-0.5643, 0.1636, -0.2821], [-1.7446, -0.6880, 0.1947], [-0.7446, 1.5802, 0.0670], [-0.8723, 2.6923, 0.3592], [2.8832, -0.4198, 0.1308], [2.0899, 0.7884, -0.9314], [1.9394, -0.9337, -1.2940], [-0.4668, 0.1129, -1.3739], [-1.7445, -0.7353, 1.2854], [-2.6935, -0.2718, -0.1524], [-1.6440, -1.7049, -0.1961]]
}

Model 3:
{
  "formula": "C5H7NO",
  "method": "ωB97M-V/def2-TZVPD",
  "lumo_ev": 0.43,
  "smiles": "C=C(C#N)COC",
  "homo_ev": -10.3,
  "orbital_gap_ev": 10.8,
  "symbols": ["C", "C", "C", "N", "C", "O", "C", "H", "H", "H", "H", "H", "H", "H"],
  "positions_angstrom": [[-0.9510, -0.4142, -1.2382], [0.2847, 0.0232, -1.0203], [1.4262, -0.7874, -1.3566], [2.3431, -1.4166, -1.6775], [0.4967, 1.2197, -0.1548], [0.6734, 0.6863, 1.1455], [-0.3701, -0.2602, 1.6438], [-1.1358, -1.3876, -1.6620], [-1.7923, 0.2389, -1.0231], [1.3466, 1.8307, -0.5053], [-0.3974, 1.8528, -0.1570], [-0.0326, -1.2880, 1.4696], [-1.4873, -0.3049, 1.4424], [-0.3102, 0.0244, 2.6771]]
}

Which of them is the most stable, and which is the least stable? model 2 and model 3, in that order.

Model 1:
{
  "formula": "C5H7NO",
  "method": "ωB97M-V/def2-TZVPD",
  "lumo_ev": 0.62,
  "homo_ev": -8.6,
  "orbital_gap_ev": 9.3,
  "symbols": ["C", "C", "C", "C", "N", "C", "O", "H", "H", "H", "H", "H", "H", "H"],
  "positions_angstrom": [[0.2384, -0.8542, -1.9038], [-0.0578, -0.7730, -0.4072], [1.1413, 0.2822, 0.9627], [0.2381, 0.6466, 1.8885], [-1.0428, 0.2516, 1.4832], [-0.7993, 0.3895, 0.0332], [-0.9370, 1.4154, -0.5848], [0.7430, -1.7817, -2.1983], [0.8385, 0.0011, -2.1992], [-0.6818, -0.8059, -2.5199], [-0.5015, -1.7155, -0.0272], [2.0945, 0.8066, 0.7980], [0.3573, 1.2518, 2.8011], [-1.8120, 0.8005, 1.8243]]
}

Model 2:
{
  "formula": "C5H7NO",
  "method": "ωB97M-V/def2-TZVPD",
  "lumo_ev": 0.75,
  "homo_ev": -8.1,
  "orbital_gap_ev": 8.9,
  "symbols": ["C", "C", "N", "C", "C", "C", "O", "H", "H", "H", "H", "H", "H", "H"],
  "positions_angstrom": [[1.8047, -0.3948, -0.2845], [0.4409, 0.1287, 0.0561], [0.3742, 1.0975, 1.1787], [-0.4554, -0.0716, 1.2461], [-1.6756, 0.0514, 0.3443], [-0.8530, 0.0312, -0.7163], [-1.0401, -0.1737, -2.0314], [1.7487, -1.2793, -0.9208], [2.3714, -0.6384, 0.6187], [2.3833, 0.3662, -0.8206], [-0.2167, 1.8980, 0.9713], [-0.2868, -0.8781, 1.9514], [-2.6763, 0.4379, 0.4956], [-1.9193, -0.5751, -2.0885]]
}

Model 3:
{
  "formula": "C5H7NO",
  "method": "ωB97M-V/def2-TZVPD",
  "lumo_ev": [-0.22, -0.22],
  "homo_ev": [-8.3, -8.3],
  "orbital_gap_ev": [8.1, 8.1],
  "symbols": ["C", "N", "C", "O", "C", "C", "C", "H", "H", "H", "H", "H", "H", "H"],
  "positions_angstrom": [[2.1244, 0.4523, 0.6378], [1.5561, -0.7206, 0.5508], [0.2743, -0.7538, 0.2113], [-0.5094, -1.8480, 0.2965], [-1.4865, -1.0731, -0.4750], [-1.8810, 0.2057, 0.1884], [-0.5611, 0.1093, -0.5548], [1.6033, 1.3476, 0.9770], [3.2131, 0.5076, 0.6013], [1.5403, 1.2525, -0.9755], [-2.0249, -1.6137, -1.2464], [-1.8981, 0.2651, 1.2760], [-2.6837, 0.7511, -0.3043], [0.7333, 1.1180, -1.1830]]
}

Which of them is the most stable, and which is the least stable? model 2 and model 3, in that order.